(1)
{
  "formula": "C15H18ClNO5OsSi",
  "method": "ωB97M-V with the def2-TZVPD basis set",
  "e_homo_ev": [-15.7, -15.7],
  "mol_weight_g_mol": 546.08,
  "lumo_ev": [-9.803, -9.801],
  "total_charge": 2,
  "symbols": ["Os", "O", "Cl", "O", "O", "O", "C", "Si", "C", "C", "N", "C", "C", "C", "C", "C", "C", "O", "C", "C", "C", "C", "C", "C", "H", "H", "H", "H", "H", "H", "H", "H", "H", "H", "H", "H", "H", "H", "H", "H", "H", "H"],
  "positions_angstrom": [[0.5472, 0.0300, 0.2165], [0.8686, 2.2085, 1.7664], [-0.5274, 1.8730, 1.5970], [-1.4545, 2.6692, 2.2553], [-0.6106, 0.3814, 1.9385], [-0.7420, 1.7863, 0.1143], [2.5808, 0.0625, -1.1224], [3.1746, -1.0609, 0.3159], [4.3840, -2.2752, -0.3296], [3.6105, -0.1690, 1.8560], [1.4580, -1.6559, 0.5049], [0.8535, -2.8058, 0.6346], [1.4925, -4.0691, 0.8953], [0.7210, -5.1727, 1.0084], [-0.6981, -5.0637, 0.8680], [-1.3511, -3.8789, 0.5914], [-0.5685, -2.7476, 0.4514], [-1.0078, -1.5166, 0.1550], [-2.4469, -1.3256, -0.0927], [-3.2016, -0.6738, 0.8526], [-4.5522, -0.5012, 0.5682], [-5.0819, -0.9612, -0.6285], [-4.2736, -1.5993, -1.5611], [-2.9243, -1.7898, -1.2974], [3.0948, 1.0243, -1.1086], [1.4728, 0.3355, -1.3871], [2.8260, -0.4718, -2.0419], [5.2250, -1.7174, -0.7540], [3.9684, -2.9088, -1.1149], [4.7970, -2.9101, 0.4578], [4.6522, 0.1585, 1.7928], [3.5192, -0.8218, 2.7277], [2.9933, 0.7136, 2.0307], [2.5670, -4.1065, 1.0195], [1.1643, -6.1377, 1.2096], [-1.2969, -5.9599, 0.9812], [-2.4253, -3.8373, 0.4865], [-2.7729, -0.3309, 1.7796], [-5.1882, -0.0171, 1.2965], [-6.1331, -0.8199, -0.8388], [-4.6853, -1.9405, -2.5007], [-2.2682, -2.2543, -2.0233]]
}



(2)
{
  "formula": "C6H11NS",
  "method": "ωB97M-V with the def2-TZVPD basis set",
  "de_lowest_kcal_mol": 95.9,
  "e_homo_ev": -8.6,
  "mol_weight_g_mol": 129.23,
  "lumo_ev": 0.767,
  "total_charge": 0,
  "symbols": ["C", "C", "C", "C", "C", "C", "H", "H", "H", "H", "H", "H", "H", "H", "H", "H", "H", "N", "S"],
  "positions_angstrom": [[-1.1930, -0.5981, -1.6127], [0.1104, -0.0311, -1.1469], [1.1515, -0.6233, -0.1700], [0.2703, -1.0966, 1.0678], [-0.3315, 0.2581, 1.3151], [0.2077, 1.0403, 0.0827], [-1.2007, -1.2883, -2.5399], [-1.8114, 0.0561, -1.9923], [-1.6159, -1.1491, -0.7518], [0.6550, 0.4792, -1.9475], [1.8180, -1.4151, -0.8222], [-0.3701, -1.8971, 0.5151], [0.8195, -1.4852, 2.0079], [-1.4140, 0.1774, 1.1530], [-1.1024, 2.0351, 2.9489], [0.1693, 2.1098, 0.1354], [1.9600, 1.2204, -0.8834], [1.6083, 0.6820, 0.0336], [0.2689, 1.5254, 2.6072]]
}



(3)
{
  "formula": "C33H37MgN8OS3",
  "method": "ωB97M-V with the def2-TZVPD basis set",
  "de_lowest_kcal_mol": 0.0,
  "e_homo_ev": [-2.7, -2.8],
  "mol_weight_g_mol": 682.22,
  "lumo_ev": [2.555, 2.511],
  "total_charge": -1,
  "symbols": ["Mg", "C", "C", "C", "C", "N", "C", "C", "C", "C", "C", "C", "N", "C", "C", "C", "C", "C", "N", "H", "H", "H", "H", "H", "H", "H", "H", "H", "H", "H", "N", "C", "C", "C", "C", "C", "C", "H", "H", "H", "H", "H", "C", "C", "N", "C", "C", "C", "C", "N", "H", "H", "H", "H", "H", "H", "H", "H", "H", "H", "H", "H", "H", "H", "C", "O", "C", "S", "S", "H", "H", "H", "S", "C", "N", "C", "C", "C", "N", "H", "H", "H", "H"],
  "positions_angstrom": [[0.1369, -0.3376, 1.2690], [3.6880, 1.9602, 2.7429], [3.0785, 3.1959, 3.0312], [1.7159, 3.3113, 2.9838], [0.9223, 2.1865, 2.6345], [1.5343, 0.9928, 2.3030], [2.8632, 0.9091, 2.3920], [-0.5039, 2.1861, 2.5932], [-1.3654, 3.2474, 2.9898], [-2.7110, 3.0453, 2.9918], [-3.2610, 1.7806, 2.6354], [-2.3835, 0.8051, 2.2345], [-1.0691, 1.0137, 2.1582], [-2.7660, -0.6189, 1.8932], [-4.0584, -1.0941, 1.9846], [-4.3027, -2.4330, 1.7220], [-3.2503, -3.2595, 1.3891], [-1.9889, -2.7039, 1.2956], [-1.7496, -1.4150, 1.5411], [4.7584, 1.8252, 2.7970], [3.6853, 4.0554, 3.2937], [1.2382, 4.2566, 3.2101], [3.2799, -0.0669, 2.1606], [-0.9559, 4.1985, 3.3071], [-3.3723, 3.8458, 3.2974], [-4.3265, 1.6049, 2.6750], [-4.8699, -0.4197, 2.2220], [-5.3137, -2.8194, 1.7507], [-3.4049, -4.3030, 1.1534], [-1.1363, -3.2870, 0.9679], [-1.5706, -1.0894, -1.7137], [-0.8987, -0.5521, -2.7779], [-1.2202, 0.6691, -3.4276], [-0.4351, 1.1735, -4.4575], [0.7006, 0.5033, -4.9042], [1.0309, -0.7042, -4.2828], [0.2667, -1.2169, -3.2483], [-2.0979, 1.2162, -3.0998], [-0.7157, 2.1144, -4.9227], [1.3056, 0.9027, -5.7090], [1.9007, -1.2601, -4.6205], [0.5426, -2.1511, -2.7668], [4.0059, 3.9426, -1.5158], [2.6408, 3.4991, -2.0385], [2.2808, 2.1469, -1.6261], [3.1394, 1.0673, -2.1065], [4.1525, 0.5386, -1.0937], [1.1531, 1.8559, -0.9253], [0.1777, 2.9713, -0.6467], [0.8314, 0.6687, -0.5377], [4.1378, 5.0149, -1.6855], [4.8249, 3.4211, -2.0153], [4.0763, 3.7518, -0.4414], [2.6233, 3.5516, -3.1314], [1.8955, 4.1928, -1.6725], [3.6507, 1.4498, -2.9920], [2.5043, 0.2501, -2.4547], [4.8161, 1.3266, -0.7327], [4.7589, -0.2421, -1.5635], [3.6523, 0.0887, -0.2345], [-0.1167, 3.4469, -1.5852], [0.5899, 3.7287, 0.0242], [-0.7040, 2.5368, -0.1858], [1.4832, -0.0415, -0.8656], [2.6094, -4.8706, 3.0585], [2.3996, -4.2409, 1.7910], [1.7539, -3.0615, 1.7476], [1.2070, -2.3058, 3.1430], [1.5256, -2.4373, 0.1822], [3.0057, -5.8555, 2.8277], [1.6813, -4.9512, 3.6181], [3.3254, -4.3056, 3.6535], [-3.1592, -0.5940, -1.5180], [-3.9522, -2.1611, -1.3954], [-3.1294, -3.2261, -1.5681], [-3.6219, -4.5285, -1.3896], [-4.9498, -4.6498, -1.0446], [-5.7292, -3.5150, -0.8883], [-5.2001, -2.2216, -1.0681], [-2.1634, -2.9530, -1.7356], [-2.9361, -5.3464, -1.5425], [-5.3826, -5.6333, -0.9077], [-6.7784, -3.5772, -0.6263]]
}



(4)
{
  "formula": "C7H14",
  "method": "ωB97M-V with the def2-TZVPD basis set",
  "de_lowest_kcal_mol": 89.2,
  "e_homo_ev": -9.6,
  "mol_weight_g_mol": 98.19,
  "lumo_ev": 1.224,
  "smiles": "C=C1CC1.[H][H].C=CC",
  "total_charge": 0,
  "symbols": ["C", "C", "C", "C", "C", "C", "C", "H", "H", "H", "H", "H", "H", "H", "H", "H", "H", "H", "H", "H", "H"],
  "positions_angstrom": [[0.5826, -1.8522, -1.8823], [1.3329, -1.0526, -1.1293], [2.1638, 0.0781, -1.6620], [0.7058, 1.1511, 1.6330], [-0.6013, 1.1016, 1.4595], [-1.9275, 0.8545, 2.0330], [-1.7560, 1.2853, 0.5755], [-1.5346, -1.7624, -0.1001], [0.5068, -1.7120, -2.9590], [0.0245, -2.6822, -1.4566], [1.3744, -1.2198, -0.0525], [3.2327, -0.1394, -1.5479], [1.9637, 0.2540, -2.7234], [1.9697, 1.0106, -1.1206], [1.1628, 0.9040, 2.5876], [1.3697, 1.4494, 0.8258], [-2.0155, -1.9157, 0.4471], [-2.2323, -0.1728, 2.2286], [-2.3290, 1.5815, 2.7347], [-2.0530, 2.2974, 0.3047], [-1.9399, 0.5416, -0.1958]]
}